Entry 1:
{"formula": "C66H158N17O11P3", "method": "ωB97M-V/def2-TZVPD", "homo_ha": -0.298, "total_charge": 0, "orbital_gap_ev": 8.510, "lumo_energy_ev": 0.41, "smiles": "CN(C)P(=O)(N(C)C)N(C)C.CN(C)P(=O)(N(C)C)N(C)C.CN(C)P(=O)(N(C)C)N(C)C.CC1(C)CCCC(C)(C)N1O.CC1(C)CCCC(C)(C)N1O.CC1(C)CCCC(C)(C)N1O.CC1(C)CCCC(C)(C)N1O.CN(C)C=O.CN(C)C=O.CN(C)C=O.CN(C)C=O", "total_energy_ev": -146726.002, "symbols": ["C", "O", "N", "C", "C", "H", "H", "H", "H", "H", "H", "H", "C", "O", "N", "C", "C", "H", "H", "H", "H", "H", "H", "H", "C", "O", "N", "C", "C", "H", "H", "H", "H", "H", "H", "H", "C", "O", "N", "C", "C", "H", "H", "H", "H", "H", "H", "H", "O", "P", "N", "C", "C", "N", "C", "C", "N", "C", "C", "H", "H", "H", "H", "H", "H", "H", "H", "H", "H", "H", "H", "H", "H", "H", "H", "H", "H", "O", "P", "N", "C", "C", "N", "C", "C", "N", "C", "C", "H", "H", "H", "H", "H", "H", "H", "H", "H", "H", "H", "H", "H", "H", "H", "H", "H", "H", "O", "P", "N", "C", "C", "N", "C", "C", "N", "C", "C", "H", "H", "H", "H", "H", "H", "H", "H", "H", "H", "H", "H", "H", "H", "H", "H", "H", "H", "C", "C", "C", "C", "C", "C", "N", "O", "C", "C", "C", "H", "H", "H", "H", "H", "H", "H", "H", "H", "H", "H", "H", "H", "H", "H", "H", "H", "H", "H", "C", "C", "C", "C", "C", "C", "N", "O", "C", "C", "C", "H", "H", "H", "H", "H", "H", "H", "H", "H", "H", "H", "H", "H", "H", "H", "H", "H", "H", "H", "C", "C", "C", "C", "C", "C", "N", "O", "C", "C", "C", "H", "H", "H", "H", "H", "H", "H", "H", "H", "H", "H", "H", "H", "H", "H", "H", "H", "H", "H", "C", "C", "C", "C", "C", "C", "N", "O", "C", "C", "C", "H", "H", "H", "H", "H", "H", "H", "H", "H", "H", "H", "H", "H", "H", "H", "H", "H", "H", "H"], "coordinates": [[-0.135, 1.622, 4.518], [-0.608, 2.732, 4.579], [-0.783, 0.496, 4.948], [-0.280, -0.779, 4.555], [-2.186, 0.511, 5.269], [0.814, 1.357, 4.017], [-0.223, -1.574, 5.306], [0.739, -0.790, 4.149], [-0.795, -1.188, 3.673], [-2.791, 0.341, 4.371], [-2.378, -0.278, 5.998], [-2.505, 1.473, 5.665], [-1.290, 0.184, 0.590], [-1.296, -0.722, 1.405], [-0.147, 0.787, 0.209], [-0.036, 1.888, -0.703], [1.106, 0.360, 0.779], [-2.180, 0.701, 0.205], [0.389, 2.779, -0.232], [-1.017, 2.162, -1.099], [0.565, 1.615, -1.575], [1.466, 1.174, 1.414], [1.038, -0.597, 1.281], [1.849, 0.229, -0.019], [-4.371, 3.410, 3.779], [-3.224, 3.456, 4.145], [-4.819, 2.667, 2.723], [-3.980, 1.649, 2.151], [-6.218, 2.640, 2.376], [-5.199, 3.927, 4.298], [-2.949, 1.794, 2.458], [-3.994, 1.719, 1.053], [-4.346, 0.639, 2.366], [-6.537, 1.620, 2.154], [-6.852, 3.103, 3.130], [-6.413, 3.211, 1.456], [-4.491, 0.593, -2.084], [-3.298, 0.605, -1.834], [-5.221, -0.501, -2.374], [-6.648, -0.443, -2.574], [-4.613, -1.818, -2.347], [-5.084, 1.523, -2.095], [-7.138, -1.089, -1.836], [-6.943, -0.850, -3.544], [-6.988, 0.580, -2.435], [-3.544, -1.710, -2.174], [-4.954, -2.338, -1.444], [-4.831, -2.373, -3.256], [-0.239, 6.767, -4.125], [1.039, 6.136, -3.767], [1.223, 6.018, -2.113], [2.257, 5.245, -1.457], [0.462, 6.871, -1.229], [2.380, 6.940, -4.343], [2.294, 8.392, -4.341], [3.722, 6.430, -4.357], [1.293, 4.601, -4.321], [0.886, 3.438, -3.532], [1.344, 4.395, -5.762], [1.822, 4.467, -0.823], [2.895, 5.888, -0.839], [2.925, 4.784, -2.184], [-0.517, 7.114, -1.639], [1.003, 7.782, -0.955], [0.253, 6.319, -0.304], [2.954, 8.814, -5.104], [1.277, 8.714, -4.554], [2.597, 8.838, -3.381], [4.272, 6.629, -3.426], [3.723, 5.348, -4.510], [4.298, 6.836, -5.194], [1.618, 3.181, -2.772], [-0.102, 3.618, -3.101], [0.800, 2.561, -4.174], [1.656, 3.377, -6.000], [2.073, 5.051, -6.240], [0.362, 4.538, -6.228], [-0.727, -5.637, -1.888], [0.367, -4.953, -2.584], [1.842, -5.685, -2.559], [2.620, -5.796, -1.332], [2.236, -6.534, -3.692], [0.684, -3.482, -1.857], [1.844, -2.667, -2.120], [-0.418, -2.752, -1.230], [0.053, -4.656, -4.178], [0.858, -3.835, -5.047], [-1.312, -4.918, -4.637], [2.822, -4.810, -0.903], [3.610, -6.193, -1.552], [2.108, -6.418, -0.595], [2.230, -5.996, -4.644], [1.532, -7.357, -3.855], [3.257, -6.864, -3.522], [2.325, -2.378, -1.174], [2.626, -3.259, -2.604], [1.628, -1.793, -2.742], [-1.389, -3.183, -1.474], [-0.260, -2.702, -0.154], [-0.472, -1.760, -1.697], [1.862, -3.641, -4.679], [0.845, -4.214, -6.070], [0.405, -2.826, -5.087], [-1.985, -4.182, -4.174], [-1.624, -5.929, -4.404], [-1.408, -4.681, -5.698], [2.586, -4.254, 5.416], [1.633, -5.233, 4.876], [0.842, -4.710, 3.520], [1.427, -3.576, 2.811], [-0.390, -5.282, 3.006], [0.424, -5.692, 5.922], [-0.606, -4.741, 6.334], [0.790, -6.558, 7.041], [2.311, -6.700, 4.469], [3.736, -6.738, 4.210], [1.553, -7.904, 4.224], [1.612, -2.769, 3.517], [0.809, -3.243, 1.975], [2.368, -3.884, 2.335], [-0.204, -5.998, 2.191], [-0.995, -4.489, 2.562], [-0.887, -5.850, 3.791], [-1.131, -4.320, 5.483], [-1.285, -5.236, 7.033], [-0.136, -3.995, 6.993], [1.053, -5.954, 7.915], [-0.006, -7.287, 7.196], [1.698, -7.118, 6.813], [4.194, -7.636, 4.644], [3.936, -6.857, 3.131], [4.264, -5.856, 4.558], [2.206, -8.776, 4.240], [0.992, -7.875, 3.284], [0.809, -8.060, 5.008], [-3.766, -2.227, 2.617], [-4.886, -3.255, 2.824], [-4.405, -4.402, 3.701], [-4.235, -3.917, 5.148], [-5.618, -3.440, 5.611], [-6.192, -2.305, 4.792], [-6.122, -2.689, 3.382], [-6.604, -1.654, 2.534], [-7.669, -2.159, 5.187], [-5.510, -0.963, 5.125], [-5.249, -3.827, 1.453], [-4.217, -1.361, 2.131], [-2.952, -2.642, 2.024], [-3.304, -1.868, 3.533], [-5.173, -5.177, 3.768], [-3.448, -4.739, 3.303], [-3.503, -3.109, 5.180], [-3.941, -4.766, 5.766], [-5.561, -3.223, 6.680], [-6.264, -4.318, 5.500], [-8.146, -1.446, 4.505], [-8.207, -3.100, 5.087], [-7.743, -1.700, 6.171], [-4.450, -1.053, 4.914], [-5.952, -0.115, 4.611], [-5.582, -0.833, 6.208], [-6.154, -4.433, 1.486], [-4.431, -4.476, 1.123], [-5.348, -3.042, 0.703], [-7.526, -1.897, 2.410], [5.685, 2.520, 3.306], [5.539, 1.325, 2.350], [6.960, 1.095, 1.837], [7.082, -0.232, 1.123], [6.685, -1.386, 2.054], [5.280, -1.217, 2.622], [5.115, 0.169, 3.125], [3.782, 0.353, 3.585], [4.285, -1.620, 1.524], [5.115, -2.148, 3.821], [4.616, 1.702, 1.195], [6.314, 2.185, 4.144], [4.768, 2.714, 3.872], [6.146, 3.401, 2.871], [7.181, 1.902, 1.130], [7.730, 1.127, 2.610], [8.093, -0.396, 0.739], [6.438, -0.325, 0.240], [7.388, -1.376, 2.896], [6.878, -2.298, 1.488], [3.253, -1.518, 1.876], [4.475, -1.194, 0.544], [4.320, -2.715, 1.443], [5.108, -3.188, 3.498], [5.947, -2.011, 4.514], [4.193, -1.922, 4.353], [4.512, 0.862, 0.508], [5.035, 2.495, 0.566], [3.634, 2.044, 1.517], [3.887, 0.423, 4.539], [8.127, 0.449, -5.156], [7.117, 0.764, -4.066], [6.943, 2.296, -4.020], [5.685, 2.748, -3.267], [4.437, 2.067, -3.821], [4.568, 0.537, -3.745], [5.830, 0.169, -4.363], [5.908, -1.184, -4.734], [4.403, 0.066, -2.301], [3.422, -0.012, -4.600], [7.675, 0.333, -2.688], [8.716, -0.457, -5.012], [8.840, 1.270, -5.256], [7.616, 0.357, -6.118], [7.777, 2.702, -3.446], [6.851, 2.718, -5.023], [5.580, 3.826, -3.427], [5.743, 2.587, -2.188], [4.262, 2.366, -4.858], [3.581, 2.412, -3.235], [3.431, 0.347, -1.893], [4.510, -1.025, -2.229], [5.202, 0.409, -1.642], [2.452, 0.228, -4.156], [3.466, 0.359, -5.624], [3.442, -1.105, -4.636], [7.357, -0.707, -2.553], [7.349, 0.938, -1.844], [8.767, 0.291, -2.640], [5.891, -1.191, -5.696], [-2.891, 4.051, -1.683], [-4.006, 4.952, -2.205], [-3.575, 5.482, -3.581], [-4.676, 5.925, -4.530], [-5.833, 4.936, -4.592], [-6.342, 4.590, -3.202], [-5.230, 4.146, -2.368], [-5.678, 3.707, -1.096], [-7.241, 5.684, -2.623], [-7.241, 3.355, -3.380], [-4.172, 6.155, -1.261], [-1.946, 4.525, -1.956], [-2.904, 3.076, -2.175], [-3.069, 3.862, -0.624], [-2.941, 6.367, -3.447], [-2.860, 4.794, -4.045], [-4.285, 6.221, -5.505], [-5.079, 6.883, -4.163], [-5.452, 4.011, -5.037], [-6.609, 5.361, -5.228], [-6.780, 6.668, -2.546], [-8.112, 5.791, -3.273], [-7.661, 5.404, -1.654], [-7.604, 2.977, -2.427], [-8.073, 3.543, -4.059], [-6.623, 2.586, -3.850], [-4.332, 5.873, -0.212], [-4.913, 6.869, -1.603], [-3.178, 6.603, -1.161], [-5.908, 4.512, -0.608]]}


Entry 2:
{"formula": "C22H9Br2Cl2F5N2SSeV", "method": "ωB97M-V/def2-TZVPD", "s2": 1.1138, "homo_ha": [-0.536, -0.539], "total_charge": 2, "orbital_gap_ev": [5.840, 6.971], "lumo_energy_ev": [-8.76, -7.71], "spin_multiplicity": 2, "total_energy_ev": -306511.346, "symbols": ["V", "Cl", "C", "C", "C", "C", "C", "Cl", "C", "S", "H", "H", "H", "Br", "C", "C", "C", "N", "C", "C", "C", "C", "C", "Br", "C", "C", "N", "H", "H", "H", "H", "H", "H", "F", "C", "C", "F", "C", "F", "C", "Se", "C", "F", "C", "F"], "coordinates": [[-0.057, -0.210, 1.093], [2.274, -0.099, 0.987], [2.704, 1.532, 0.586], [3.952, 1.853, 0.106], [4.172, 3.168, -0.291], [3.178, 4.126, -0.180], [1.943, 3.801, 0.364], [0.741, 4.997, 0.581], [1.685, 2.473, 0.734], [0.135, 1.970, 1.328], [4.731, 1.108, 0.028], [5.135, 3.437, -0.701], [3.357, 5.135, -0.524], [-6.335, -0.570, -0.843], [-4.538, -0.339, -0.395], [-4.045, 0.903, -0.008], [-2.730, 0.994, 0.391], [-1.894, -0.058, 0.393], [-2.358, -1.251, -0.048], [-3.670, -1.429, -0.429], [-1.336, -2.312, -0.132], [-1.639, -3.652, -0.255], [-0.596, -4.568, -0.381], [-0.956, -6.396, -0.447], [0.714, -4.095, -0.435], [0.935, -2.747, -0.269], [-0.060, -1.863, -0.081], [-4.684, 1.774, -0.004], [-2.339, 1.938, 0.742], [-4.029, -2.394, -0.754], [-2.662, -3.995, -0.222], [1.541, -4.776, -0.573], [1.947, -2.366, -0.278], [0.543, 1.261, 8.239], [0.354, 0.683, 7.079], [0.970, -0.535, 6.809], [1.748, -1.101, 7.708], [0.760, -1.140, 5.584], [1.342, -2.298, 5.292], [-0.044, -0.542, 4.617], [-0.328, -1.446, 2.985], [-0.657, 0.675, 4.912], [-1.452, 1.224, 3.992], [-0.464, 1.292, 6.130], [-1.046, 2.448, 6.399]]}


Entry 3:
{"formula": "C4H8OS", "method": "ωB97M-V/def2-TZVPD", "relative_energy_kj_mol": 402.8, "homo_ha": -0.299, "total_charge": 0, "orbital_gap_ev": 8.923, "lumo_energy_ev": 0.78, "total_energy_ev": -17156.275, "symbols": ["C", "C", "C", "C", "O", "S", "H", "H", "H", "H", "H", "H", "H", "H"], "coordinates": [[1.563, 1.639, 0.060], [-0.947, -1.205, 0.110], [-1.105, 0.178, -0.585], [0.287, -0.866, 0.886], [1.382, -0.071, -1.705], [0.768, 0.337, -0.460], [1.939, 2.356, -0.632], [1.141, 1.782, 1.044], [-1.864, -1.608, 0.590], [-0.728, -1.975, -0.689], [-1.637, 0.242, -1.525], [-1.657, 0.917, -0.051], [-0.012, -0.108, 1.588], [0.871, -1.618, 1.369]]}


Entry 4:
{"formula": "C39H91N13O13", "method": "ωB97M-V/def2-TZVPD", "relative_energy_kj_mol": 152.7, "homo_ha": -0.326, "total_charge": 0, "orbital_gap_ev": 9.112, "lumo_energy_ev": 0.24, "total_energy_ev": -87913.479, "symbols": ["C", "C", "O", "N", "C", "H", "H", "H", "H", "H", "H", "H", "C", "C", "O", "N", "C", "H", "H", "H", "H", "H", "H", "H", "C", "C", "O", "N", "C", "H", "H", "H", "H", "H", "H", "H", "C", "C", "O", "N", "C", "H", "H", "H", "H", "H", "H", "H", "C", "C", "O", "N", "C", "H", "H", "H", "H", "H", "H", "H", "C", "C", "O", "N", "C", "H", "H", "H", "H", "H", "H", "H", "C", "C", "O", "N", "C", "H", "H", "H", "H", "H", "H", "H", "C", "C", "O", "N", "C", "H", "H", "H", "H", "H", "H", "H", "C", "C", "O", "N", "C", "H", "H", "H", "H", "H", "H", "H", "C", "C", "O", "N", "C", "H", "H", "H", "H", "H", "H", "H", "C", "C", "O", "N", "C", "H", "H", "H", "H", "H", "H", "H", "C", "C", "O", "N", "C", "H", "H", "H", "H", "H", "H", "H", "C", "C", "O", "N", "C", "H", "H", "H", "H", "H", "H", "H"], "coordinates": [[19.866, 20.296, 9.864], [19.110, 19.085, 10.367], [18.483, 19.002, 11.407], [19.204, 18.025, 9.504], [18.701, 16.687, 9.888], [19.509, 20.552, 8.856], [20.881, 19.933, 9.737], [19.951, 21.146, 10.534], [19.431, 18.203, 8.528], [18.924, 15.910, 9.122], [17.613, 16.595, 10.093], [19.181, 16.385, 10.782], [11.088, 15.057, 13.130], [11.085, 14.478, 14.511], [12.074, 14.324, 15.220], [9.844, 14.176, 14.968], [9.550, 13.565, 16.296], [10.522, 14.503, 12.425], [12.126, 15.167, 12.885], [10.609, 16.029, 13.237], [9.094, 14.346, 14.310], [9.962, 14.217, 17.099], [9.923, 12.540, 16.432], [8.483, 13.445, 16.488], [16.190, 16.862, 12.845], [16.053, 15.584, 12.035], [15.257, 15.523, 11.130], [17.001, 14.617, 12.269], [17.045, 13.453, 11.477], [15.150, 17.149, 13.160], [16.490, 17.629, 12.096], [16.917, 16.961, 13.624], [17.795, 14.856, 12.836], [16.617, 12.549, 11.963], [18.082, 13.209, 11.280], [16.540, 13.577, 10.528], [17.848, 12.709, 18.381], [18.895, 13.332, 19.274], [18.954, 14.528, 19.341], [19.708, 12.543, 19.957], [20.688, 13.119, 20.815], [16.926, 12.583, 18.962], [18.067, 11.680, 18.031], [17.755, 13.306, 17.457], [19.544, 11.564, 19.948], [21.165, 12.362, 21.376], [20.229, 13.876, 21.459], [21.520, 13.641, 20.272], [24.687, 15.534, 16.057], [24.151, 14.870, 14.739], [23.923, 15.527, 13.754], [23.986, 13.547, 14.874], [23.560, 12.621, 13.757], [25.139, 16.474, 15.681], [25.485, 15.040, 16.583], [23.908, 15.800, 16.788], [24.457, 13.124, 15.648], [24.407, 12.578, 13.029], [22.676, 13.029, 13.284], [23.413, 11.605, 14.109], [24.118, 14.237, 10.217], [22.961, 13.259, 10.003], [23.117, 12.304, 9.277], [21.853, 13.517, 10.753], [20.634, 12.757, 10.729], [24.209, 14.598, 11.229], [24.020, 15.093, 9.475], [24.990, 13.663, 9.890], [21.885, 14.343, 11.343], [20.005, 13.005, 9.854], [20.061, 12.885, 11.679], [20.945, 11.724, 10.620], [15.486, 13.786, 15.010], [15.115, 12.356, 15.047], [16.023, 11.481, 15.041], [13.820, 12.049, 15.000], [13.478, 10.668, 14.953], [15.486, 14.284, 15.959], [14.675, 14.223, 14.371], [16.508, 13.860, 14.588], [13.127, 12.830, 14.903], [13.630, 10.186, 15.917], [13.994, 10.148, 14.094], [12.424, 10.527, 14.639], [20.992, 17.192, 13.048], [20.051, 16.218, 13.700], [19.735, 15.151, 13.188], [19.562, 16.669, 14.868], [18.668, 15.960, 15.773], [20.739, 18.185, 13.319], [20.921, 17.098, 11.964], [22.035, 16.974, 13.311], [19.822, 17.594, 15.215], [17.804, 16.584, 15.878], [19.192, 15.966, 16.713], [18.512, 14.957, 15.321], [18.657, 9.369, 12.559], [19.588, 10.078, 13.513], [20.819, 10.044, 13.383], [19.020, 11.012, 14.338], [19.887, 11.838, 15.210], [19.197, 8.462, 12.189], [18.611, 10.028, 11.631], [17.700, 9.124, 12.957], [17.977, 11.036, 14.439], [20.368, 11.298, 16.051], [19.196, 12.528, 15.707], [20.698, 12.297, 14.661], [17.357, 19.432, 16.180], [18.772, 19.894, 16.407], [19.696, 19.085, 16.650], [19.014, 21.226, 16.240], [20.321, 21.744, 16.308], [16.673, 20.294, 15.902], [16.993, 19.104, 17.166], [17.322, 18.662, 15.445], [18.177, 21.784, 16.110], [20.416, 22.633, 16.934], [20.715, 21.939, 15.319], [20.987, 20.978, 16.683], [23.446, 21.258, 11.374], [23.244, 20.159, 10.448], [23.116, 20.284, 9.229], [23.263, 18.929, 11.019], [23.449, 17.685, 10.315], [23.058, 22.180, 10.956], [24.464, 21.468, 11.678], [22.811, 21.042, 12.228], [23.385, 18.916, 12.019], [22.595, 17.296, 9.776], [23.727, 16.864, 10.969], [24.242, 17.799, 9.634], [19.367, 19.817, 20.083], [18.100, 19.188, 19.589], [17.222, 19.925, 19.202], [18.039, 17.878, 19.672], [16.791, 17.116, 19.463], [20.252, 19.438, 19.548], [19.497, 19.606, 21.191], [19.424, 20.905, 19.968], [18.885, 17.376, 19.756], [15.978, 17.822, 19.350], [16.526, 16.368, 20.250], [16.912, 16.547, 18.489], [23.092, 18.826, 16.151], [23.713, 20.180, 15.919], [23.738, 20.644, 14.763], [24.162, 20.816, 17.043], [24.751, 22.097, 17.135], [23.286, 18.180, 15.345], [22.018, 19.044, 16.097], [23.334, 18.371, 17.124], [23.993, 20.237, 17.856], [25.803, 22.097, 17.358], [24.186, 22.695, 17.856], [24.557, 22.605, 16.163]]}